(1)
This record from OMol25 describes a structure of composition C54H46N4NaO4PTe. The level of theory is the ωB97M-V functional and the def2-TZVPD basis.

XYZ file:
```
111
Properties=species:S:1:pos:R:3:lowdin_charge:R:1
Na 0.72 0.99 -1.28 0.18
O 2.42 2.17 0.04 -0.09
N 2.99 1.55 -1.06 0.01
C 3.53 0.40 -0.91 -0.14
C 3.74 -0.41 0.33 -0.22
C 4.71 0.00 1.24 -0.03
C 5.04 -0.82 2.31 -0.07
C 4.43 -2.06 2.45 -0.07
C 3.46 -2.46 1.54 -0.08
C 3.08 -1.63 0.49 -0.29
P 1.73 -2.03 -0.70 1.14
C 0.26 -2.37 0.35 -0.38
C 0.22 -2.39 1.74 -0.08
C -0.98 -2.64 2.41 -0.07
C -2.15 -2.88 1.69 -0.08
C -2.11 -2.85 0.30 -0.08
C -0.92 -2.59 -0.36 -0.11
C 2.17 -3.73 -1.23 -0.36
C 3.01 -3.84 -2.34 -0.11
C 3.44 -5.08 -2.79 -0.09
C 3.01 -6.24 -2.15 -0.09
C 2.16 -6.14 -1.06 -0.08
C 1.74 -4.90 -0.60 -0.09
H 2.32 1.56 0.82 0.07
H 3.91 -0.01 -1.84 0.12
H 5.19 0.96 1.12 0.13
H 5.78 -0.49 3.03 0.11
H 4.70 -2.71 3.26 0.11
H 2.99 -3.43 1.65 0.11
H 1.11 -2.16 2.32 0.10
H -1.00 -2.63 3.49 0.11
H -3.08 -3.06 2.22 0.10
H -3.02 -3.02 -0.26 0.10
H -0.91 -2.56 -1.44 0.10
H 3.34 -2.94 -2.85 0.09
H 4.10 -5.14 -3.65 0.10
H 3.34 -7.20 -2.51 0.10
H 1.82 -7.04 -0.56 0.10
H 1.06 -4.84 0.24 0.10
C -3.88 0.22 4.30 -0.06
C -2.77 0.45 3.31 -0.27
C -1.45 0.54 3.70 0.00
C -0.40 0.71 2.78 -0.09
C 0.97 0.91 3.25 -0.28
O 1.96 1.06 2.53 0.05
C 1.27 0.98 4.73 -0.15
C 0.64 1.88 5.59 -0.05
C 1.02 1.95 6.93 -0.08
C 2.01 1.10 7.42 -0.09
C 2.64 0.20 6.56 -0.08
C 2.28 0.15 5.22 -0.02
C -0.68 0.68 1.37 -0.30
O 0.22 0.54 0.52 -0.09
C -2.08 0.77 0.98 -0.06
C -3.05 0.60 1.95 0.01
C -2.47 1.03 -0.43 -0.18
N -1.59 1.28 -1.32 0.09
C -1.91 1.64 -2.70 -0.29
C -0.87 2.66 -3.19 -0.52
Te -1.24 4.67 -2.58 1.29
C -0.96 4.33 -0.52 -0.57
C -2.06 4.35 0.33 -0.16
C -1.89 4.11 1.69 -0.08
C -0.63 3.83 2.19 -0.07
C 0.47 3.82 1.35 -0.07
C 0.31 4.08 -0.01 -0.14
C -3.93 0.99 -0.78 -0.19
C -4.81 1.99 -0.39 -0.03
C -6.14 1.95 -0.78 -0.07
C -6.60 0.90 -1.57 -0.09
C -5.73 -0.11 -1.95 -0.08
C -4.40 -0.06 -1.57 -0.03
H -3.48 0.07 5.31 0.07
H -4.47 -0.67 4.05 0.07
H -4.57 1.06 4.35 0.07
H -1.22 0.46 4.75 0.11
H -0.13 2.53 5.21 0.10
H 0.54 2.66 7.58 0.10
H 2.30 1.15 8.46 0.10
H 3.42 -0.45 6.93 0.10
H 2.78 -0.52 4.54 0.10
H -4.10 0.58 1.64 0.12
H -2.92 2.03 -2.85 0.10
H -1.83 0.73 -3.32 0.10
H -0.85 2.69 -4.28 0.04
H 0.12 2.39 -2.85 0.01
H -3.04 4.55 -0.07 0.08
H -2.75 4.11 2.34 0.11
H -0.50 3.63 3.25 0.09
H 1.46 3.59 1.73 0.11
H 1.17 4.05 -0.66 0.09
H -4.45 2.79 0.24 0.11
H -6.81 2.73 -0.47 0.10
H -7.64 0.87 -1.87 0.10
H -6.08 -0.94 -2.56 0.10
H -3.71 -0.84 -1.87 0.11
N 0.17 -0.19 -8.67 0.18
C 1.26 0.24 -8.00 -0.50
O 2.24 0.69 -8.55 0.07
C 1.20 0.15 -6.49 -0.13
C 0.42 -0.77 -5.81 -0.01
C 0.45 -0.77 -4.43 -0.13
N 1.18 0.08 -3.71 0.07
C 1.93 0.97 -4.38 -0.12
C 1.98 1.03 -5.76 0.02
H 0.17 -0.12 -9.68 0.11
H -0.68 -0.46 -8.21 0.09
H -0.17 -1.51 -6.33 0.11
H -0.12 -1.50 -3.86 0.11
H 2.52 1.65 -3.77 0.11
H 2.61 1.74 -6.27 0.12
```

Output
Net charge: 0
Highest occupied orbital energy: -6.923 eV
Energy above the lowest of the compared OMol25 structures with the same formula, charge and spin: 0.366 eV

***

(2)
This record from OMol25 describes a structure of composition C54H47FGeN7O9S6Ti. The level of theory is the ωB97M-V functional and the def2-TZVPD basis.

XYZ file:
```
126
Properties=species:S:1:pos:R:3:lowdin_spin:R:1
Ti -0.18 0.21 -0.39 0.05
N -2.79 -2.96 -2.11 0.00
C -2.28 -3.76 -3.15 0.00
C -2.98 -4.86 -3.59 0.00
C -2.47 -5.65 -4.62 0.00
C -1.26 -5.32 -5.21 0.00
C -0.56 -4.21 -4.75 0.00
C -1.06 -3.43 -3.73 0.00
S -0.15 -1.99 -3.24 0.00
N -1.06 -1.38 -1.94 0.00
C -2.22 -1.81 -1.64 0.00
C -3.06 -0.97 -0.73 0.00
C -4.32 -1.32 -0.29 0.00
C -5.05 -0.40 0.45 0.00
C -4.49 0.84 0.72 0.00
C -3.20 1.08 0.28 0.00
N -2.49 0.19 -0.40 0.00
H -3.70 -3.20 -1.76 0.00
H -3.93 -5.11 -3.13 0.00
H -3.03 -6.51 -4.97 0.00
H -0.86 -5.91 -6.02 0.00
H 0.40 -3.93 -5.20 0.00
H -4.75 -2.29 -0.50 0.00
H -6.03 -0.65 0.82 0.00
H -5.02 1.59 1.28 0.00
H -2.70 2.02 0.48 0.00
O -0.84 -1.71 0.78 0.00
C -0.91 -2.14 1.94 0.00
C -2.11 -2.94 2.39 0.00
C -1.82 -4.43 2.60 0.00
C -1.17 -4.73 3.95 0.00
C 0.18 -4.06 4.16 0.00
C 0.12 -2.53 4.15 0.00
N 0.09 -1.99 2.80 0.00
H -2.87 -2.80 1.61 0.00
H -2.50 -2.50 3.31 0.00
H -1.18 -4.80 1.79 0.00
H -2.76 -4.98 2.54 0.00
H -1.05 -5.82 4.06 0.00
H -1.85 -4.41 4.75 0.00
H 0.88 -4.37 3.38 0.00
H 0.60 -4.38 5.12 0.00
H 1.01 -2.11 4.62 0.00
H -0.75 -2.18 4.71 0.00
H 0.85 -1.37 2.55 0.00
F -2.69 4.82 -4.00 0.00
C -2.06 3.82 -3.30 0.00
C -1.34 4.14 -2.17 0.00
C -0.72 3.11 -1.47 0.00
C -0.79 1.75 -1.83 0.00
C -1.56 1.52 -2.99 0.00
C -2.18 2.52 -3.73 0.00
H -1.25 5.17 -1.86 0.00
H -0.14 3.41 -0.60 0.00
H -1.71 0.50 -3.34 0.00
H -2.76 2.29 -4.62 0.00
O 0.79 6.00 4.31 -0.01
N 0.04 5.13 4.71 0.00
O -0.60 5.21 5.75 0.00
C -0.11 3.92 3.89 0.01
C -1.06 3.01 4.25 0.10
C -1.26 1.89 3.43 0.02
C -0.51 1.68 2.24 0.00
O -0.74 0.72 1.43 0.00
C 0.51 2.65 1.97 0.00
C 0.71 3.75 2.77 0.15
N 1.36 2.47 0.89 0.27
O 1.20 1.46 0.04 0.08
O 2.27 3.28 0.66 0.32
N -2.31 0.99 3.84 0.01
O -2.51 -0.05 3.22 0.01
O -2.99 1.31 4.81 0.00
H -1.66 3.15 5.13 0.01
H 1.49 4.45 2.53 0.01
C 1.82 1.89 -6.96 0.00
C 2.98 1.96 -6.20 0.00
C 3.02 1.40 -4.93 0.00
C 1.91 0.75 -4.36 0.00
C 0.77 0.69 -5.16 0.00
C 0.72 1.24 -6.43 0.00
Ge 2.16 -0.06 -2.49 0.00
C 3.25 -1.63 -3.12 0.00
C 4.03 -2.39 -2.24 0.00
C 4.72 -3.52 -2.66 0.00
C 4.63 -3.94 -3.98 0.00
C 3.85 -3.22 -4.87 0.00
C 3.17 -2.08 -4.44 0.00
C 3.52 1.21 -1.84 0.00
C 4.69 0.83 -1.18 0.00
C 5.63 1.77 -0.79 0.00
C 5.43 3.12 -1.05 0.00
C 4.26 3.52 -1.68 0.00
C 3.32 2.58 -2.06 0.00
H 1.78 2.33 -7.95 0.00
H 3.86 2.45 -6.59 0.00
H 3.94 1.46 -4.36 0.00
H -0.12 0.19 -4.79 0.00
H -0.19 1.16 -7.02 0.00
H 4.08 -2.12 -1.19 0.00
H 5.32 -4.08 -1.96 0.00
H 5.16 -4.83 -4.32 0.00
H 3.77 -3.53 -5.91 0.00
H 2.59 -1.51 -5.16 0.00
H 4.87 -0.21 -0.96 0.00
H 6.53 1.45 -0.26 0.00
H 6.16 3.85 -0.74 0.00
H 4.07 4.57 -1.86 0.00
H 2.40 2.91 -2.53 0.00
C 1.29 -2.82 -0.63 0.00
C 1.48 -1.30 -0.42 -0.01
O 2.36 -0.98 0.37 0.00
H 1.76 -3.17 -1.54 0.00
H 0.24 -3.09 -0.66 0.00
H 1.77 -3.31 0.22 0.00
C 1.37 0.45 6.80 0.00
S 2.70 -0.78 6.70 0.00
C 3.87 0.05 5.70 0.00
C 3.69 0.45 4.41 0.00
S 2.32 0.31 3.40 0.00
S 5.11 1.25 3.74 0.00
C 6.17 1.13 5.09 0.00
S 7.74 1.68 5.10 0.00
S 5.43 0.38 6.43 0.00
H 0.60 0.03 7.43 0.00
H 0.99 0.64 5.80 0.00
H 1.75 1.38 7.23 0.00
```

Output
Net charge: -2
Highest occupied orbital energy (spin up / spin down): -1.797 / -1.794 eV
Multiplicity: 2
Energy above the lowest of the compared OMol25 structures with the same formula, charge and spin: 1.711 eV

***

(3)
This record from OMol25 describes a structure of composition C54H48IN6O2S5Sn. The level of theory is the ωB97M-V functional and the def2-TZVPD basis.

XYZ file:
```
117
Properties=species:S:1:pos:R:3:lowdin_charge:R:1
Sn 2.59 -1.29 0.61 0.51
C 4.85 -2.90 4.41 -0.02
C 4.07 -1.69 4.83 -0.26
N 3.84 -1.51 6.10 0.10
C 3.11 -0.43 6.48 -0.13
C 2.63 0.51 5.62 -0.18
C 1.85 1.67 6.19 -0.22
O 2.71 2.66 6.78 -0.07
C 2.86 0.35 4.22 -0.08
C 2.41 1.37 3.32 -0.08
N 2.29 1.22 2.05 0.06
C 1.66 2.12 1.24 -0.26
C 0.65 2.97 1.55 0.01
C 0.02 3.94 0.58 -0.13
C 1.29 4.23 -1.15 -0.16
C 2.32 3.05 -1.18 -0.12
C 1.73 1.97 -0.26 -0.22
I 5.01 -0.94 -0.76 -0.02
C 3.58 -0.82 3.78 -0.32
O 3.86 -1.14 2.59 -0.24
H 4.95 -3.58 5.24 0.07
H 5.85 -2.59 4.06 0.09
H 4.37 -3.38 3.56 0.06
H 2.92 -0.35 7.55 0.10
H 1.20 1.31 6.99 0.12
H 1.22 2.14 5.44 0.09
H 3.53 2.65 6.29 0.08
H 2.19 2.35 3.76 0.12
H 0.39 3.16 2.59 0.11
H -0.88 4.37 1.00 0.14
H 1.45 4.90 -1.99 0.13
H 3.30 3.38 -0.81 0.17
C 3.05 -5.78 2.71 -0.17
C 2.42 -4.47 2.25 -0.85
S 2.91 -3.95 0.67 0.44
C 1.53 -3.83 3.04 -0.84
C 1.24 -4.30 4.45 -0.15
S 0.67 -2.39 2.58 0.53
H 3.78 -6.11 1.98 0.04
H 2.29 -6.56 2.80 0.06
H 3.54 -5.67 3.68 0.06
H 1.40 -5.37 4.58 0.05
H 0.20 -4.07 4.70 0.04
H 1.88 -3.77 5.15 0.07
N 0.76 -1.48 -1.19 -0.37
S -0.63 -1.87 -1.06 0.73
N -1.62 -1.15 -2.25 -0.37
S -2.29 0.23 -2.22 0.84
N -1.77 1.46 -1.35 -0.42
S -0.28 2.00 -1.79 1.11
N 0.65 1.34 -0.63 -0.14
C 2.48 2.58 -2.64 -0.21
C 2.30 3.42 -3.74 -0.06
C 2.38 2.93 -5.03 -0.09
C 2.67 1.60 -5.27 -0.09
C 2.91 0.77 -4.19 -0.05
C 2.83 1.26 -2.90 -0.07
C -0.16 3.69 -0.99 -0.37
C -1.23 4.55 -1.58 -0.07
C -1.32 5.88 -1.46 -0.08
C -0.42 6.75 -0.72 -0.09
C 0.64 6.38 0.01 -0.03
C 1.12 4.98 0.19 -0.18
C -3.94 0.05 -1.63 -0.31
C -4.48 0.93 -0.71 -0.05
C -5.79 0.73 -0.29 -0.06
C -6.53 -0.32 -0.80 -0.07
C -5.97 -1.20 -1.72 -0.06
C -4.67 -1.02 -2.14 -0.06
C -2.35 0.72 -3.92 -0.31
C -1.77 -0.09 -4.89 -0.05
C -1.77 0.33 -6.21 -0.06
C -2.35 1.54 -6.55 -0.07
C -2.92 2.35 -5.58 -0.07
C -2.93 1.94 -4.26 -0.07
C -1.00 -3.59 -1.44 -0.31
C -0.63 -4.52 -0.48 -0.06
C -0.81 -5.86 -0.74 -0.05
C -1.38 -6.27 -1.94 -0.09
C -1.76 -5.33 -2.89 -0.09
C -1.56 -3.98 -2.65 -0.09
C -1.70 -1.54 0.36 -0.34
C -1.43 -0.53 1.28 -0.14
C -2.36 -0.27 2.27 -0.07
C -3.53 -0.99 2.35 -0.08
C -3.80 -1.99 1.43 -0.08
C -2.89 -2.26 0.42 -0.09
H 2.09 4.48 -3.63 0.10
H 2.22 3.61 -5.87 0.10
H 2.73 1.22 -6.28 0.10
H 3.17 -0.28 -4.32 0.11
H 3.00 0.58 -2.08 -0.01
H -1.99 4.02 -2.16 0.08
H -2.15 6.37 -1.95 0.10
H -0.66 7.81 -0.77 0.10
H 1.21 7.16 0.51 0.11
H 1.99 4.95 0.84 0.15
H -3.86 1.73 -0.31 0.11
H -6.22 1.39 0.44 0.11
H -7.56 -0.46 -0.48 0.11
H -6.55 -2.03 -2.10 0.11
H -4.19 -1.70 -2.84 0.12
H -1.29 -1.00 -4.57 0.11
H -1.32 -0.30 -6.96 0.11
H -2.34 1.87 -7.58 0.11
H -3.36 3.30 -5.85 0.11
H -3.36 2.56 -3.48 0.11
H -0.22 -4.18 0.47 0.08
H -0.51 -6.59 0.01 0.11
H -1.52 -7.33 -2.14 0.10
H -2.21 -5.65 -3.82 0.10
H -1.84 -3.23 -3.38 0.08
H -0.51 0.02 1.21 0.08
H -2.15 0.51 3.00 0.11
H -4.25 -0.79 3.15 0.10
H -4.72 -2.56 1.48 0.10
H -3.09 -3.03 -0.30 0.11
```

Output
Net charge: -1
Highest occupied orbital energy (spin up / spin down): -2.273 / -2.267 eV
Energy above the lowest of the compared OMol25 structures with the same formula, charge and spin: 2.718 eV

***

- Among the records above, which one has the lowest energy above the lowest of the compared OMol25 structures with the same formula, charge and spin?
  C54H46N4NaO4PTe